ORCA calculation (the ωB97M-V functional and the def2-TZVPD basis) on a cluster of 3 separate species, C5H12O3 in total.

Each line ends with the natural charge from an NBO analysis.
Positions of all 20 atoms, in Å:
H  2.056  3.014  1.153  0.21
H  -3.252  4.292  -2.487  0.48
H  2.022  0.804  -0.025  0.19
O  -2.104  -1.899  -1.172  -0.68
H  2.466  -6.762  -0.519  0.47
H  0.752  2.524  2.209  0.21
C  0.111  0.404  0.752  -0.21
H  2.356  1.753  2.367  0.21
C  -0.330  -0.706  -0.089  -0.35
H  -3.715  5.817  -2.478  0.47
H  -0.599  0.790  1.491  0.19
H  -2.496  -0.452  0.091  0.19
C  -1.618  -0.915  -0.344  0.18
O  -2.958  5.216  -2.428  -0.95
H  -1.394  -2.390  -1.610  0.47
H  2.889  -6.318  0.865  0.47
C  1.269  1.057  0.705  -0.18
C  1.629  2.154  1.660  -0.64
O  2.491  -7.062  0.394  -0.93
H  0.426  -1.321  -0.536  0.20

highest occupied orbital energy = -8.158 eV
energy = -11520.5909 eV
M = 120.15 g/mol
ΔE to the lowest compared entry with this formula, charge and spin = 209.9 kJ/mol


ORCA calculation (the ωB97M-V functional and the def2-TZVPD basis) on a structure of composition C12H30CdClN2O4.

Each line ends with the natural charge from an NBO analysis.
Positions of all 50 atoms, in Å:
O  -1.704  25.736  24.165  -0.53
H  3.212  29.473  21.222  0.18
H  1.586  29.922  20.529  0.11
H  -3.932  33.334  20.532  0.13
O  -6.749  32.914  16.654  -0.54
H  -5.003  34.523  23.032  0.17
C  2.227  29.117  20.916  -0.23
H  0.742  30.215  22.571  0.14
Cl  -1.864  31.685  21.886  -0.60
H  -4.949  36.137  22.412  0.21
N  -1.251  28.587  23.118  -0.62
H  -3.724  26.409  23.814  0.17
H  -0.015  29.006  24.794  0.17
H  -1.481  29.500  22.754  0.35
C  -5.613  32.986  19.326  -0.26
H  -2.988  24.280  24.944  0.17
H  -6.707  33.009  19.283  0.20
H  -8.694  33.469  16.595  0.21
N  -5.055  31.679  18.960  -0.61
O  -5.332  34.755  20.947  -0.52
H  -2.053  28.103  24.973  0.19
H  -4.946  32.127  16.154  0.19
C  -2.665  26.597  23.592  -0.07
C  -5.015  33.409  20.628  -0.05
C  -4.711  35.107  22.149  -0.25
H  -8.385  31.738  16.258  0.17
H  0.372  27.544  23.901  0.23
H  -3.618  35.019  22.080  0.15
H  -3.257  28.644  23.797  0.19
H  -8.400  32.388  17.910  0.16
H  -2.539  23.980  23.267  0.17
C  0.037  28.577  23.786  -0.24
H  2.353  28.433  20.077  0.20
H  -2.666  26.489  22.497  0.17
Cd  -1.293  31.907  19.661  1.45
H  -5.161  31.071  19.769  0.37
C  -2.352  28.048  23.919  -0.24
H  -6.271  31.173  15.761  0.19
C  -8.102  32.598  16.876  -0.26
H  -6.765  30.704  18.177  0.19
H  -5.379  33.715  18.546  0.22
H  -5.337  32.786  21.470  0.17
C  -5.893  31.794  16.588  -0.09
H  1.974  29.481  23.647  0.18
C  1.132  29.274  22.982  -0.06
H  -1.313  23.818  24.527  0.20
C  -2.181  24.405  24.212  -0.25
C  -5.742  30.983  17.877  -0.27
H  -5.295  30.017  17.638  0.22
O  1.569  28.424  21.944  -0.53

charge = +1
highest occupied orbital energy = -10.943 eV
energy = -41175.9272 eV
M = 414.25 g/mol
ΔE to the lowest compared entry with this formula, charge and spin = 0.0 kJ/mol


ORCA calculation (the ωB97M-V functional and the def2-TZVPD basis) on the ion C6H10O with charge +1.

Each line ends with the natural charge from an NBO analysis.
Positions of all 17 atoms, in Å:
H  0.681  -0.685  -1.378  0.31
C  -0.171  -0.334  -0.797  -0.48
C  1.971  1.319  1.229  -0.33
H  0.263  -1.007  2.579  0.25
C  1.603  0.044  1.385  -0.17
C  -1.470  -0.148  -1.604  0.46
H  0.107  0.695  -0.548  0.29
H  1.271  2.158  1.263  0.20
H  -1.439  -1.405  0.685  0.23
H  2.372  -0.713  1.417  0.22
C  0.180  -0.400  1.669  -0.45
H  -0.400  0.451  2.006  0.22
O  -1.635  0.713  -2.394  -0.09
H  3.009  1.602  1.063  0.22
H  0.103  -2.115  0.411  0.24
C  -0.402  -1.148  0.481  -0.42
H  -2.277  -0.864  -1.337  0.29

charge = +1
highest occupied orbital energy (alpha / beta) = -14.057 / -13.543 eV
energy = -8420.5610 eV
M = 98.14 g/mol
2S+1 = 2
ΔE to the lowest compared entry with this formula, charge and spin = 250.2 kJ/mol


ORCA calculation (the ωB97M-V functional and the def2-TZVPD basis) on a cluster of 2 separate species, C4H5N3O2 in total.

Each line ends with the natural charge from an NBO analysis.
Positions of all 14 atoms, in Å:
O  -0.565  0.505  1.376  -0.28
N  -0.166  -0.700  0.835  -0.22
C  1.010  -0.461  0.275  0.33
N  1.736  -1.439  -0.313  -0.79
C  1.208  0.959  0.151  -0.30
C  -0.761  2.568  0.254  0.22
H  -1.601  -1.358  -0.410  0.48
H  2.706  -1.262  -0.527  0.40
H  1.975  1.480  -0.412  0.25
O  -2.400  -1.488  -0.951  -0.97
H  1.462  -2.402  -0.178  0.41
H  -3.179  -1.135  -0.457  0.47
N  -1.490  3.261  -0.326  -0.24
C  0.065  1.471  0.686  0.22

highest occupied orbital energy (alpha / beta) = -9.741 / -9.740 eV
energy = -12791.5458 eV
M = 127.10 g/mol
ΔE to the lowest compared entry with this formula, charge and spin = 417.6 kJ/mol


ORCA calculation (the ωB97M-V functional and the def2-TZVPD basis) on a cluster of 3 separate species, C3H9NS2 in total.

Each line ends with the natural charge from an NBO analysis.
Positions of all 15 atoms, in Å:
H  2.188  -0.088  -2.736  0.07
C  -0.896  0.122  0.517  -0.24
C  1.089  -1.217  -0.542  -0.66
H  -2.032  0.396  0.515  0.20
H  -1.148  -1.415  -0.975  0.23
H  1.198  -1.943  0.325  0.24
H  -0.737  -0.392  1.473  0.20
H  -0.327  1.700  1.621  0.31
H  -0.299  -0.005  -1.456  0.20
H  1.703  -0.397  -0.119  0.24
C  -0.400  -0.701  -0.615  -0.43
N  -0.109  1.351  0.665  -0.69
H  -0.565  2.095  0.148  0.36
S  -1.625  2.323  3.005  -0.15
S  1.958  -1.831  -1.826  0.11

highest occupied orbital energy = -9.070 eV
energy = -26410.7623 eV
M = 123.25 g/mol
ΔE to the lowest compared entry with this formula, charge and spin = 667.1 kJ/mol


ORCA calculation (the ωB97M-V functional and the def2-TZVPD basis) on a structure of composition C12H33KNO12P.

Each line ends with the natural charge from an NBO analysis.
Positions of all 60 atoms, in Å:
O  -3.102  13.165  8.782  -0.54
H  5.466  12.163  4.441  0.16
H  -1.119  14.581  7.770  0.22
H  -0.504  10.838  8.436  0.15
H  0.585  16.157  12.503  0.14
H  -4.906  12.810  9.723  0.19
H  4.277  16.590  10.723  0.50
C  1.399  11.108  9.104  -0.06
O  3.656  17.688  6.856  -1.28
H  4.839  11.645  6.796  0.14
O  3.547  17.216  9.384  -1.31
N  -0.168  12.907  8.555  -0.62
H  0.447  11.469  7.149  0.21
H  -2.977  13.190  6.629  0.17
H  -4.874  12.243  8.200  0.16
C  5.344  12.586  6.578  -0.09
O  4.631  15.574  7.815  -1.33
H  4.228  10.487  9.009  0.14
H  1.219  11.155  10.178  0.17
H  3.805  11.568  10.365  0.17
H  5.525  13.379  11.645  0.12
H  -0.686  13.426  6.534  0.19
H  2.558  16.287  10.443  0.52
H  7.136  14.038  5.709  0.47
O  4.788  14.171  9.972  -0.80
H  2.179  16.701  12.630  0.17
H  5.021  14.824  9.309  0.54
C  4.802  15.346  12.121  -0.09
P  4.425  17.086  8.074  2.53
O  4.238  13.446  6.571  -0.77
C  6.161  12.432  5.237  -0.08
C  0.293  11.551  8.225  -0.24
O  5.773  17.884  8.286  -1.27
O  6.654  13.701  4.950  -0.71
H  4.477  14.226  7.076  0.53
C  -1.061  13.514  7.553  -0.23
H  -2.136  11.825  7.352  0.17
C  5.438  14.345  11.147  -0.07
C  1.065  18.050  11.407  -0.07
H  4.546  12.187  8.874  0.25
H  -0.734  12.840  9.389  0.36
H  2.597  18.201  10.234  0.53
H  6.445  14.645  10.856  0.16
O  4.750  16.642  11.556  -0.75
C  1.357  16.655  11.916  -0.10
C  3.835  11.467  9.280  -0.26
O  2.194  18.713  10.939  -0.74
C  -4.192  12.343  9.045  -0.24
H  5.342  15.435  13.064  0.14
H  -3.896  11.350  9.384  0.16
O  1.723  15.921  10.743  -0.81
H  6.892  11.625  5.271  0.13
H  6.058  12.664  7.398  0.16
H  1.562  10.051  8.892  0.16
H  0.182  18.041  10.769  0.13
H  0.736  18.631  12.269  0.13
O  2.571  11.866  8.780  -0.56
C  -2.471  12.847  7.532  -0.10
H  3.815  15.045  12.474  0.13
K  2.280  14.587  8.438  0.92

charge = -2
highest occupied orbital energy = 0.803 eV
energy = -64653.5723 eV
M = 453.46 g/mol
ΔE to the lowest compared entry with this formula, charge and spin = 77.1 kJ/mol


ORCA calculation (the ωB97M-V functional and the def2-TZVPD basis) on a structure of composition C29H32B3Br57Cl2FNO3.

Each line ends with the Löwdin charge.
Positions of all 128 atoms, in Å:
Br  3.604  -4.723  10.942  0.55
H  -7.895  4.344  12.951  -0.02
C  2.122  -4.654  -1.112  -0.05
Br  -7.562  9.769  -11.483  0.56
Br  0.514  -7.349  2.795  0.60
C  0.115  -5.793  3.893  -1.56
Br  -3.911  4.493  -13.002  0.54
H  1.166  -4.925  -1.742  0.12
C  -5.142  5.089  17.764  -1.59
Br  -5.198  -0.203  5.429  0.56
C  3.204  -0.921  1.626  -0.05
C  2.833  0.366  -4.158  -0.64
O  3.275  -2.623  -2.640  0.13
H  1.236  -5.947  0.569  0.07
H  0.472  -0.612  8.031  -0.02
H  2.231  4.857  1.784  -0.03
Br  -5.593  3.201  17.626  0.49
Br  -3.799  5.413  19.133  0.56
Br  7.623  8.570  -12.296  0.56
N  2.305  0.250  1.896  -0.17
Br  -6.177  3.653  11.278  0.52
Br  1.552  -4.483  3.841  0.64
H  -9.210  0.242  11.971  -0.02
H  2.322  5.122  -13.953  -0.03
Br  3.763  -9.634  -3.816  0.56
Br  2.518  3.983  -10.178  0.54
Br  -0.010  -6.728  -8.240  0.54
Br  0.742  -1.136  5.607  0.69
Br  4.806  -3.350  8.286  0.52
C  0.368  -7.354  -6.438  -1.60
Br  -5.122  2.133  7.647  0.55
F  2.889  -4.759  1.402  -0.23
C  0.206  -1.496  7.442  -1.55
C  1.965  3.974  1.194  -1.52
H  7.411  7.335  -14.454  -0.02
Br  6.761  -0.387  -8.441  0.56
Br  -9.005  0.170  15.761  0.54
Br  -2.930  -1.674  -1.772  0.54
C  3.828  2.850  -9.293  -1.59
B  3.937  -1.328  -2.261  -0.39
C  2.938  -11.019  -4.905  -1.59
C  5.184  -3.976  10.089  -1.60
C  4.151  -0.051  -3.277  -0.54
C  -1.336  -1.043  -0.853  -1.44
C  2.248  0.671  3.337  -0.37
Br  1.215  6.560  -15.665  0.56
H  3.667  -11.832  -4.994  -0.02
H  1.097  -8.166  -6.528  -0.12
H  -9.357  8.124  -12.028  -0.03
Br  2.560  -10.393  -6.707  0.60
Br  0.263  -1.974  -1.455  0.97
C  7.139  -1.013  -6.639  -1.56
H  1.549  1.608  3.585  0.07
H  -5.384  6.419  -12.411  -0.12
H  4.779  -2.706  2.462  0.11
Br  5.360  8.749  -14.583  0.54
Br  1.180  -2.999  8.200  0.52
Br  1.357  -11.766  -4.051  0.56
Br  0.013  5.187  -13.009  0.53
C  4.002  -1.304  4.287  -0.03
H  1.094  1.760  -3.582  0.08
C  6.670  7.616  -13.698  -1.59
C  -4.303  6.271  -12.318  -1.61
Br  -8.940  0.456  9.499  0.57
Br  -6.453  2.918  14.404  0.50
C  -0.912  -2.584  -5.585  -1.53
H  5.913  -4.788  9.999  -0.02
Br  2.418  7.319  -12.774  0.51
H  -4.700  5.383  16.807  -0.03
B  3.272  -1.445  0.033  -0.36
Br  7.964  0.372  -5.550  0.58
Br  3.033  1.201  -8.636  0.53
H  3.053  -5.332  -1.334  0.14
C  -7.425  -0.935  15.501  -1.61
H  -0.769  -5.314  3.459  -0.02
C  -8.269  8.020  -11.957  -1.58
H  -6.983  -0.640  14.544  -0.09
C  1.594  5.934  -13.863  -1.59
H  4.569  2.568  -10.049  -0.03
H  4.994  -0.373  -4.057  -0.01
Br  -7.876  -2.822  15.363  0.55
H  -1.442  -3.405  -5.090  -0.01
Br  -6.722  0.376  11.835  0.52
Br  -8.697  -2.133  11.402  0.56
Br  -6.082  -0.610  16.871  0.55
C  -6.808  4.241  13.022  -1.56
O  2.036  -2.057  -0.497  -0.27
H  -1.463  -1.280  0.208  -0.01
H  0.889  -4.089  0.852  0.11
C  4.098  -1.782  2.692  0.02
H  -6.917  0.488  7.101  -0.05
Br  -0.599  -3.138  -7.424  0.55
H  0.619  -0.067  -3.619  -0.01
O  4.449  -1.288  -0.845  0.16
Br  0.753  -2.316  -4.617  0.66
Br  -1.212  -8.101  -5.584  0.55
Br  5.875  5.967  -13.041  0.53
C  1.698  -4.858  0.493  -0.17
H  7.868  -1.826  -6.729  -0.02
Br  6.009  -2.591  11.178  0.56
Br  2.501  4.334  -0.640  0.56
C  1.483  0.682  -3.282  -0.21
Br  -7.915  6.697  -10.575  0.57
Br  -5.474  -0.939  8.554  0.52
B  2.510  -3.090  -1.465  -0.59
Br  -2.067  -1.022  -5.486  0.57
Cl  4.693  1.482  -2.355  0.55
H  2.587  -0.383  -5.042  0.07
Br  0.040  3.743  1.354  0.55
Br  4.781  3.803  -7.891  0.54
Br  2.939  2.471  1.952  0.88
H  2.848  0.426  5.703  0.07
Br  -3.447  7.660  -13.379  0.54
Br  -6.101  5.990  13.496  0.57
Br  -6.722  6.193  18.024  0.55
Br  -3.867  6.432  -10.429  0.54
Br  -7.638  7.433  -13.701  0.59
Br  -1.141  0.889  -0.984  0.61
Cl  3.283  1.989  -5.016  0.46
H  1.642  0.698  -2.117  0.07
C  -8.492  -0.203  11.274  -1.55
Br  5.559  -1.760  -5.785  0.68
Br  -1.719  -1.726  7.601  0.54
C  -5.829  0.384  7.173  -1.59
Br  1.193  -5.969  -5.349  0.54
Br  -0.345  -6.292  5.716  0.56
C  3.005  -0.009  4.621  -0.20
H  4.558  -1.841  5.166  0.08

highest occupied orbital energy = -8.257 eV
energy = -4060423.1047 eV
M = 5119.45 g/mol


ORCA calculation (the ωB97M-V functional and the def2-TZVPD basis) on a structure of composition C3H8N2O.

Each line ends with the natural charge from an NBO analysis.
Positions of all 14 atoms, in Å:
H  0.482  -3.250  -0.240  0.16
H  -1.814  0.043  -0.456  0.34
H  0.496  2.118  -0.560  0.22
H  0.245  0.852  2.227  0.20
C  -0.055  1.701  0.275  -0.28
C  0.149  -2.334  -0.720  -0.24
H  1.776  1.143  1.250  0.21
C  0.699  1.031  1.261  -0.14
H  -0.777  0.162  -1.697  0.35
H  -0.289  -2.365  -1.708  0.18
N  0.382  -1.183  -0.232  -0.07
N  -1.195  0.693  -0.936  -0.82
O  0.807  -0.884  0.912  -0.37
H  -0.908  2.273  0.623  0.23

highest occupied orbital energy = -8.213 eV
energy = -8261.8636 eV
M = 88.11 g/mol
ΔE to the lowest compared entry with this formula, charge and spin = 720.0 kJ/mol


Q: Which formula does entry 7 have?
A: C29H32B3Br57Cl2FNO3


Q: M of number 6 (C12H33KNO12P)?
A: 453.46 g/mol


Q: Among the records above, which one has the highest M?
A: C29H32B3Br57Cl2FNO3


Q: Which value of energy does entry 2 give?
A: -41175.9272 eV